# C4H11NO3

A molecular structure, C4H11NO3 at a distorted geometry (ωB97M-V with the def2-TZVPD basis set, OMol25).

Atoms and positions in Å:
O: -2.85846 -0.61725 0.02745
O: 0.42033 1.20616 1.04142
O: -0.29173 -1.16462 0.62517
N: 2.41279 -1.11590 -0.00033
C: -0.63638 -0.13972 -0.44732
C: 1.87348 0.19574 -0.47220
C: -1.96583 0.36630 -0.29339
C: 0.46777 0.79808 -0.22070
H: 0.61228 1.66253 -0.89672
H: 3.30083 -0.79037 0.87631
H: 1.40635 -1.52116 0.33276
H: -2.34057 0.83041 -1.24007
H: -0.46444 -0.91019 -1.19843
H: -2.04462 1.34270 0.46704
H: 2.42827 1.22502 -0.18043
H: -3.60300 -0.27579 0.73325
H: 2.02249 -0.10744 -1.56280
H: 0.44181 0.49466 1.66256
H: -1.18138 -1.47915 0.74644

Computed properties:
Energy above the lowest of the compared OMol25 structures with the same formula, charge and spin, kJ/mol: 564.4
Frontier orbital gap, eV: 8.93
Strongest force on any atom, eV/Å: 6.1

Computed Löwdin charges, given in elementary charges:
1. O -0.09
2. O 0.00
3. O -0.09
4. N -0.08
5. C -0.27
6. C -0.29
7. C -0.29
8. C -0.46
9. H 0.16
10. H 0.18
11. H 0.09
12. H 0.14
13. H 0.17
14. H 0.19
15. H 0.15
16. H 0.20
17. H 0.11
18. H 0.10
19. H 0.07